[1]
DFT (ωB97M-V/def2-TZVPD) results for a structure of composition C32H26CsF3I2N6O5S at a distorted geometry.

Output
DFT total energy (Eh): -3252.9933
Charge: -2
Lowest unoccupied orbital energy (eV): 3.358
HOMO energy (Eh): -0.049

Atoms and positions in Å:
Cs  11.465  13.312  11.086
I  18.254  10.087  7.083
C  16.635  10.467  8.533
C  15.875  11.733  8.494
C  14.520  11.721  8.713
I  13.198  13.081  7.689
C  14.066  10.764  9.704
O  12.900  10.920  10.302
C  14.886  9.624  9.989
C  14.570  8.576  11.069
N  14.667  9.112  12.420
C  14.124  8.315  13.506
C  14.091  9.137  14.743
C  14.163  8.530  16.001
C  14.211  9.261  17.126
C  14.162  10.668  17.094
C  13.963  11.180  15.815
N  13.927  10.481  14.689
C  16.150  9.499  9.377
H  16.275  12.630  7.919
H  15.315  7.761  10.916
H  13.588  8.019  10.797
H  14.370  10.073  12.482
H  14.825  7.433  13.766
H  13.049  7.973  13.302
H  14.286  7.446  15.952
H  14.232  8.768  18.119
H  14.229  11.328  17.987
H  13.637  12.215  15.718
H  16.681  8.550  9.595
C  7.829  6.805  10.880
C  8.336  7.490  11.958
C  7.975  8.776  12.241
C  6.984  9.369  11.374
C  6.249  8.593  10.493
C  6.813  7.284  10.171
N  6.590  10.723  11.469
N  7.567  11.508  11.634
C  7.352  12.862  11.867
C  6.066  13.515  11.763
C  5.951  14.806  12.210
C  7.055  15.509  12.695
C  8.314  14.911  12.637
C  8.526  13.655  12.096
H  8.160  5.852  10.563
H  9.047  6.989  12.582
H  8.446  9.427  12.988
H  5.550  9.173  9.890
H  6.305  6.661  9.372
H  5.241  12.843  11.472
H  4.988  15.338  12.228
H  7.048  16.558  12.991
H  9.214  15.441  13.052
N  8.815  11.484  20.127
C  9.571  11.463  19.012
O  10.833  11.591  19.121
C  8.937  11.287  17.731
C  9.663  11.773  16.586
C  9.110  11.669  15.316
N  7.794  11.355  15.118
C  7.077  10.927  16.186
C  7.587  10.903  17.477
H  9.317  11.510  20.972
H  8.026  10.907  20.084
H  10.654  12.218  16.643
H  9.623  11.900  14.469
H  6.049  10.813  16.106
H  6.869  10.683  18.257
F  10.266  15.413  15.940
C  11.633  15.402  15.752
F  12.082  14.750  16.845
F  12.065  16.709  15.807
S  12.088  14.702  14.086
O  11.236  13.548  14.053
O  11.760  15.785  13.199
O  13.529  14.371  14.131



[2]
DFT (ωB97M-V/def2-TZVPD) results for an isolated molecule of C4H8 at a distorted geometry.

Output
DFT total energy (Eh): -157.1682
Lowest unoccupied orbital energy (eV): 1.349
HOMO energy (Eh): -0.376
Structure (SMILES): CC1CC1

Atoms and positions in Å:
C  1.511  0.005  -0.099
C  0.085  -0.028  0.520
C  -1.027  0.768  -0.054
C  -1.065  -0.729  -0.151
H  2.199  0.717  0.380
H  1.455  0.303  -1.171
H  1.989  -0.962  0.015
H  0.101  -0.207  1.609
H  -1.790  1.261  0.543
H  -0.798  1.296  -0.981
H  -1.758  -1.237  0.505
H  -0.903  -1.188  -1.114



[3]
DFT (ωB97M-V/def2-TZVPD) results for a structure of composition C34H47BInN8O2S2Se.

Output
DFT total energy (Eh): -5324.3080
Charge: +3
Lowest unoccupied orbital energy (eV): -8.519
HOMO energy (Eh): -0.555

Atoms and positions in Å:
In  -0.308  -1.057  -0.914
C  2.552  -2.838  -0.852
C  1.543  -3.978  -0.811
N  0.140  -3.481  -0.876
C  -0.647  -4.094  -1.976
C  -1.344  -2.341  -3.807
S  -0.271  -0.862  -3.526
C  1.398  -1.280  -4.086
C  2.169  -2.273  -3.239
N  2.158  -1.836  -1.845
H  2.579  -2.334  0.116
H  3.549  -3.252  -1.029
H  1.714  -4.658  -1.644
H  1.700  -4.569  0.090
H  -0.320  -3.718  -0.005
H  0.026  -4.334  -2.794
H  -1.087  -5.039  -1.658
H  0.100  -3.523  -4.705
H  -2.260  -1.861  -4.160
H  1.327  -1.581  -5.131
H  1.886  -0.303  -4.071
H  1.731  -3.267  -3.315
H  3.182  -2.351  -3.642
H  2.768  -1.030  -1.762
C  -3.256  -1.055  4.464
C  -2.895  -1.320  2.981
N  -1.632  -0.663  2.612
C  -1.746  0.777  2.893
C  -1.940  1.031  4.408
N  -2.100  -0.313  5.073
C  -0.836  -1.119  4.930
C  -0.538  -1.237  3.413
H  -3.401  -1.967  5.038
H  -4.137  -0.429  4.580
H  -3.692  -0.936  2.345
H  -2.800  -2.391  2.803
H  -2.589  1.174  2.328
H  -0.845  1.273  2.547
H  -2.829  1.615  4.633
H  -1.082  1.515  4.870
H  -2.288  -0.169  6.064
H  -1.011  -2.079  5.410
H  -0.053  -0.596  5.474
H  -0.412  -2.286  3.147
H  0.378  -0.711  3.166
Se  -2.024  -4.451  -5.435
N  -3.074  -4.606  -4.031
C  -2.974  -4.000  -2.913
C  -4.093  -4.115  -1.990
C  -4.168  -3.337  -0.899
C  -3.125  -2.370  -0.680
N  -2.068  -2.240  -1.408
C  -1.768  -3.157  -2.508
N  -0.826  -3.148  -4.863
H  -4.883  -4.809  -2.256
H  -5.014  -3.373  -0.227
H  -3.213  -1.679  0.154
C  5.530  4.749  -0.871
C  5.306  4.536  0.626
C  6.617  4.042  1.256
C  4.909  5.880  1.255
C  4.209  3.500  0.892
C  3.814  3.232  2.212
C  2.833  2.304  2.542
C  2.252  1.642  1.486
O  1.239  0.663  1.504
B  1.041  0.338  0.181
O  1.882  1.051  -0.663
C  2.632  1.881  0.194
C  3.598  2.796  -0.149
H  6.296  5.511  -1.013
H  4.624  5.098  -1.374
H  5.884  3.841  -1.367
H  7.412  4.767  1.073
H  6.925  3.086  0.824
H  6.526  3.914  2.337
H  5.675  6.626  1.038
H  4.811  5.817  2.340
H  3.962  6.241  0.846
H  4.295  3.769  3.020
H  2.551  2.119  3.571
H  3.864  2.962  -1.185
S  -2.093  3.572  -1.211
C  -1.274  2.082  -1.123
N  -1.989  0.995  -1.205
C  -3.340  1.342  -1.389
C  -4.414  0.470  -1.596
C  -5.679  0.988  -1.764
C  -5.907  2.372  -1.738
C  -4.863  3.251  -1.562
C  -3.583  2.718  -1.395
H  -0.196  2.082  -1.020
H  -4.257  -0.596  -1.669
H  -6.511  0.318  -1.939
H  -6.910  2.753  -1.878
H  -5.025  4.321  -1.569



What are the ΔE to the lowest compared entry with this formula, charge and spin values for these records? In order: 0.714, 0.430, 1.904 eV.